Molecular formula: C35H54N5O10RuS4
Method: DFT, wB97M-V/def2-TZVPD

Structure (XYZ):
```
109
Properties=species:S:1:pos:R:3
Ru 0.727 -0.429 0.651
S 3.250 0.349 2.462
S 1.842 1.549 1.477
S 2.624 -4.665 1.454
S -3.830 2.709 6.369
O 3.953 -0.422 1.446
O -2.257 -2.562 0.215
O -1.167 -0.670 6.856
O 4.049 1.269 3.206
O -0.241 -2.531 6.268
O -0.530 2.437 -0.305
O -1.493 -0.115 -0.888
O 2.417 -0.508 3.257
O -4.821 1.725 6.754
O -3.254 3.609 7.342
N -0.604 -0.679 2.491
N -1.790 -0.068 4.235
N 1.295 -2.632 0.622
N 1.638 -0.646 -2.610
N -0.745 -1.456 6.011
C -2.879 0.542 4.980
C -3.234 -1.556 0.025
C -1.562 0.115 2.917
C -2.575 -3.320 1.334
C 4.823 1.006 -3.973
C -1.132 0.823 -1.895
C 5.755 0.316 -2.993
C -0.967 -2.903 -3.692
C -0.547 3.738 0.229
C -4.559 3.749 5.058
C -5.829 4.324 5.661
C -1.908 -3.874 -2.983
C 5.107 0.261 -1.587
C 2.539 1.654 -2.262
C 3.892 2.409 -2.196
C 4.771 1.702 -1.185
C 0.548 -3.743 0.329
C 1.109 -4.897 0.716
C -0.904 -1.052 4.666
C 3.793 -0.495 -1.741
C 4.593 2.482 -3.546
C 2.437 -2.984 1.196
C -0.980 -2.841 -5.091
C -2.442 1.891 5.580
C -0.138 -2.114 -2.942
C 0.854 -1.250 -3.529
C 2.826 0.196 -2.726
C -2.248 1.203 2.125
C -0.178 -1.421 3.596
C -1.446 2.202 -1.340
C -0.121 -1.921 -5.711
C 3.518 0.247 -4.079
C -2.807 -0.678 -1.130
C 0.762 -1.159 -4.967
C -0.093 -1.736 -7.229
H -1.595 0.612 -2.856
H -1.966 2.180 2.546
H -1.491 3.921 0.728
H -1.702 1.686 6.346
H 4.030 3.029 -4.301
H -4.833 3.091 4.227
H 1.395 -0.440 -5.474
H -4.213 -1.996 -0.157
H -3.844 4.544 4.822
H -3.730 0.650 4.301
H -2.788 -1.353 -1.977
H 5.732 -0.209 -0.795
H 5.691 2.238 -1.030
H -2.943 -3.668 -3.270
H 3.100 -2.207 1.528
H -1.991 2.538 4.827
H -3.355 1.076 2.146
H 3.751 -0.802 -4.400
H 5.330 1.023 -4.922
H -1.747 -3.833 -1.914
H 5.555 3.034 -3.500
H 1.896 2.118 -3.033
H -0.354 4.496 -0.541
H -1.888 -4.180 1.385
H 6.054 -0.651 -3.399
H 2.053 1.640 -1.282
H 3.984 -1.473 -2.155
H -0.497 -0.778 -7.497
H -6.294 4.988 4.924
H -3.362 -1.035 0.937
H -1.615 -4.878 -3.333
H 0.722 -2.035 3.563
H -5.624 4.969 6.533
H -0.103 -2.166 -1.868
H -3.619 -3.693 1.265
H 3.321 -0.601 -0.752
H -6.533 3.540 5.980
H 0.247 3.711 0.987
H 0.694 -5.917 0.625
H 4.268 1.695 -0.200
H 0.931 -1.776 -7.625
H -1.628 -3.541 -5.604
H -3.138 -0.112 5.781
H -3.530 0.146 -1.303
H -0.404 -3.692 -0.191
H -0.067 0.738 -1.940
H 2.874 0.736 -4.803
H -0.707 -2.468 -7.819
H 6.709 0.857 -2.917
H -1.924 1.176 1.096
H -1.355 3.012 -2.120
H -2.462 -2.795 2.293
H -2.467 2.234 -0.967
H 3.591 3.440 -1.821
```

Output
energy = -111013.526 eV
HOMO-LUMO gap (alpha / beta) = 7.2 / 6.7 eV
2S+1 = 6
relative energy (zero: lowest compared OMol25 entry of this formula, charge and spin) = 0.0000 eV
HOMO (alpha / beta) = -7.8 / -8.1 eV

Here are the Löwdin charges for atoms 1 to 2, given in e: atom 1 (Ru): 1.081, atom 2 (S): 0.041